No. 1
The following is a DFT calculation (ωB97M-V/def2-TZVPD) of a structure of composition C3H7IS in a non-equilibrium geometry.

For the total energy, the calculation gives -814.30000 hartree. Its HOMO-LUMO gap is 0.3387 hartree. The value obtained for the highest occupied orbital energy is -0.327 hartree.

Structure (XYZ):
```
12
Properties=species:S:1:pos:R:3:forces:R:3:nbo_charge:R:1
C 0.167 0.073 1.468 0.4 1.7 1.1 -0.729
C 0.606 -0.820 -1.260 0.1 0.4 7.6 -0.517
C -0.439 0.229 0.084 1.8 -2.5 -1.6 -0.287
S -0.362 1.951 -0.348 -0.1 -0.4 -1.2 0.029
I -2.488 -0.595 0.094 0.7 0.1 -0.1 0.062
H -0.555 0.477 2.197 0.1 0.6 -0.3 0.226
H 1.100 0.804 1.514 -1.5 -2.1 0.1 0.233
H 0.214 -0.917 1.953 0.9 0.0 -1.1 0.244
H 0.421 -1.856 -0.850 0.4 1.2 -0.9 0.217
H 1.628 -0.408 -1.084 -0.9 -0.5 -0.3 0.211
H 0.154 -0.558 -2.102 -1.8 0.8 -3.7 0.182
H -0.446 1.620 -1.668 -0.1 0.7 0.5 0.129
```
Forces are in eV/Å.

***

No. 2
The following is a DFT calculation (ωB97M-V/def2-TZVPD) of the ion C7H10N3S with charge +1 in a non-equilibrium geometry.

As for the charge: +1. For the total energy, the calculation gives -834.71645 hartree. Its HOMO-LUMO gap (alpha / beta) is 0.2676 / 0.2676 hartree. The value obtained for the highest occupied orbital energy (alpha / beta) is -0.409 / -0.409 hartree.

Structure (XYZ):
```
21
Properties=species:S:1:pos:R:3:forces:R:3:nbo_charge:R:1
C -0.199 -1.414 0.014 -0.5 0.3 -0.8 -0.280
C -0.929 -0.297 0.293 1.4 1.1 0.0 -0.229
C 3.294 0.758 0.004 0.6 2.0 -0.7 -0.299
C 1.943 1.126 0.507 -1.9 1.4 -0.1 -0.198
C 1.006 1.931 -0.022 1.9 0.8 -2.4 -0.373
C 1.153 -1.667 -0.107 4.4 2.1 0.0 0.147
C -2.336 -0.499 0.663 -0.3 -1.8 -0.6 -0.262
N 3.227 -0.546 -0.638 1.3 -0.7 -0.6 -0.178
N 2.226 -1.162 -0.382 -3.9 -1.2 0.5 0.061
N -3.178 -0.466 -0.611 3.2 0.9 -1.7 -0.682
S -0.642 1.546 0.301 -1.3 -1.0 0.5 0.283
H -0.682 -2.342 -0.190 -1.2 -0.5 0.5 0.230
H 3.762 1.447 -0.791 -1.2 -0.8 1.1 0.244
H 3.987 0.848 0.818 0.7 -0.7 0.5 0.235
H 1.393 0.648 1.315 1.3 -1.0 0.3 0.215
H 1.208 2.730 -0.838 -0.5 -1.6 1.3 0.248
H -2.694 0.163 1.431 -0.5 0.5 0.0 0.258
H -2.498 -1.536 0.961 0.2 0.2 0.5 0.234
H -3.425 0.486 -0.842 0.7 0.8 -0.7 0.440
H -4.070 -0.812 -0.479 -2.3 -2.1 0.2 0.429
H -2.547 -0.941 -1.408 -2.2 1.3 2.0 0.476
```
Forces are in eV/Å.

***

No. 3
The following is a DFT calculation (ωB97M-V/def2-TZVPD) of a cluster of 11 separate species, C3H27N3O12 in total in a non-equilibrium geometry.

For the total energy, the calculation gives -1197.72775 hartree. The SMILES is NC(=O)CNC(N)=O.O.O.O.O.O.O.O.O.O.O. Its HOMO-LUMO gap is 0.3679 hartree. The value obtained for the highest occupied orbital energy is -0.363 hartree.

Structure (XYZ):
```
45
Properties=species:S:1:pos:R:3:forces:R:3:nbo_charge:R:1
N 2.685 -1.814 -1.331 -0.8 -0.1 0.4 -0.806
C 1.889 -0.906 -1.908 0.8 0.5 -0.3 0.690
O 2.355 0.040 -2.554 -0.1 -0.5 0.1 -0.695
C 0.402 -1.194 -1.948 0.9 -0.9 -0.7 -0.312
N 0.104 -2.411 -1.231 -1.0 1.5 -0.4 -0.620
C -0.965 -2.588 -0.430 -1.0 0.0 -0.5 0.837
N -1.923 -1.598 -0.412 -0.4 0.5 0.5 -0.844
O -1.174 -3.659 0.138 0.4 -0.8 0.2 -0.735
H 3.671 -1.652 -1.338 0.3 0.1 -0.1 0.407
H 2.283 -2.484 -0.681 0.3 0.0 0.0 0.439
H 0.318 -1.332 -3.037 -0.6 -0.1 0.1 0.230
H -0.225 -0.356 -1.694 0.1 0.2 0.3 0.246
H 0.584 -3.212 -1.539 0.4 -1.1 0.0 0.410
H -1.587 -0.661 -0.267 0.3 0.2 -0.3 0.401
H -2.656 -1.728 0.281 0.3 -0.5 -0.1 0.404
O -0.896 4.062 1.663 -0.2 -0.2 0.2 -0.960
H -0.632 4.448 0.816 -0.2 0.2 0.7 0.476
H -0.128 3.482 1.806 -0.3 0.1 0.1 0.500
O 1.132 4.237 0.106 0.6 -0.1 -0.9 -0.981
H 0.433 4.187 -0.561 0.0 0.2 -0.1 0.462
H 1.751 3.629 -0.355 0.0 0.4 0.2 0.504
O 1.938 -4.177 0.320 0.5 0.1 0.5 -0.959
H 2.025 -3.821 1.219 0.0 -0.1 -0.3 0.481
H 1.060 -4.563 0.311 -0.5 0.0 0.0 0.495
O 0.391 -0.916 0.965 0.7 1.1 1.1 -1.016
H 0.219 -1.284 1.836 -0.5 -0.9 0.1 0.485
H 0.670 -0.015 1.272 -0.1 -0.3 -0.8 0.498
O 0.947 1.640 1.358 0.6 0.6 -0.9 -0.968
H 0.927 1.875 0.395 -0.3 -0.2 0.5 0.512
H 1.852 1.928 1.550 -0.2 -0.1 0.4 0.484
O -2.843 -0.905 3.343 0.3 -0.1 -0.1 -0.985
H -2.152 -0.292 3.024 -0.5 -0.7 0.2 0.462
H -2.491 -1.819 3.159 -0.2 1.5 -0.1 0.489
O -0.954 2.803 -2.427 0.5 -0.3 -0.3 -1.021
H -1.182 3.548 -3.009 -0.5 -0.6 0.8 0.490
H -1.589 2.546 -1.716 0.4 1.1 -0.6 0.519
O -1.233 -2.768 2.602 0.4 -0.4 0.6 -1.004
H -1.321 -3.400 1.853 0.1 0.0 0.2 0.522
H -1.100 -3.200 3.462 0.0 -0.2 -0.7 0.486
O -2.233 2.566 -0.035 -0.4 -0.8 -1.0 -1.001
H -3.133 2.705 -0.342 -0.2 0.0 0.4 0.475
H -2.117 2.978 0.830 0.3 0.5 0.4 0.523
O 1.736 2.284 -1.535 0.4 -0.2 0.5 -1.033
H 2.182 1.461 -1.835 0.0 0.2 -0.1 0.508
H 0.979 2.336 -2.123 -0.6 0.2 -0.2 0.506
```
Forces are in eV/Å.

***

No. 4
The following is a DFT calculation (ωB97M-V/def2-TZVPD) of a cluster of 3 separate species, C4H12O3 in total in a non-equilibrium geometry.

As for the charge: +1. For the total energy, the calculation gives -384.93682 hartree. Its HOMO-LUMO gap (alpha / beta) is 0.3392 / 0.2052 hartree. The value obtained for the highest occupied orbital energy (alpha / beta) is -0.554 / -0.554 hartree. As for the multiplicity: 2.

Structure (XYZ):
```
19
Properties=species:S:1:pos:R:3:forces:R:3:nbo_charge:R:1
C 1.796 -0.702 0.071 0.5 1.1 1.7 0.461
C 0.412 -0.443 -0.500 -0.4 0.7 -0.8 -0.280
C 0.198 -1.610 -1.486 0.4 0.3 0.3 -0.601
C 0.447 0.962 -1.169 -1.7 -0.5 -0.2 -0.639
O 2.437 0.233 0.473 -0.2 -1.1 -0.4 -0.055
H 2.169 -1.731 0.190 0.2 -0.1 -0.1 0.292
H -0.297 -0.475 0.349 0.3 -0.2 0.1 0.329
H 1.129 -1.753 -2.038 -0.3 -0.1 -0.4 0.220
H -0.602 -1.339 -2.178 0.1 -0.2 0.1 0.267
H -0.028 -2.524 -0.939 -0.1 0.0 -0.1 0.242
H -0.367 0.873 -1.906 0.8 0.2 -0.4 0.255
H 1.425 1.198 -1.561 -0.1 0.1 -0.5 0.233
H 0.054 1.802 -0.594 0.6 -0.2 0.5 0.256
H -1.883 2.680 1.593 0.5 0.1 0.3 0.493
H -1.084 1.493 0.902 1.0 -0.2 0.7 0.461
O -1.848 2.039 0.885 -1.6 0.2 -0.8 -0.947
H -0.730 -0.593 3.107 0.1 0.5 1.3 0.491
H -1.922 0.327 2.422 0.8 -0.7 0.7 0.513
O -1.305 -0.437 2.380 -0.8 0.2 -2.1 -0.993
```
Forces are in eV/Å.

***

No. 5
The following is a DFT calculation (ωB97M-V/def2-TZVPD) of the ion C5H10N with charge +1 in a non-equilibrium geometry.

As for the charge: +1. For the total energy, the calculation gives -250.96678 hartree. The SMILES is C=[NH+]/C=C/CC. Its HOMO-LUMO gap is 0.3335 hartree. The value obtained for the highest occupied orbital energy is -0.534 hartree.

Structure (XYZ):
```
16
Properties=species:S:1:pos:R:3:forces:R:3:nbo_charge:R:1
C -0.944 2.830 0.154 0.0 0.3 0.9 0.097
N -0.527 1.758 -0.394 -0.5 0.4 -0.9 -0.382
C 0.022 0.647 0.271 1.1 0.0 1.0 -0.121
C 0.553 -0.396 -0.353 -0.5 -0.2 -1.1 -0.027
C 1.034 -1.673 0.244 -0.1 0.6 0.9 -0.456
C -0.060 -2.731 0.098 0.0 -1.0 -1.2 -0.608
H -0.632 3.057 1.168 -0.3 -0.3 0.2 0.223
H -1.639 3.509 -0.319 0.4 0.1 -0.6 0.239
H -0.669 1.716 -1.404 -0.2 -0.6 0.1 0.445
H 0.054 0.763 1.350 -0.2 0.0 -0.1 0.228
H 0.489 -0.407 -1.442 0.1 0.1 0.0 0.208
H 1.973 -1.979 -0.215 -0.1 0.0 -0.2 0.249
H 1.243 -1.494 1.301 0.1 -0.2 0.0 0.224
H -0.827 -2.706 0.865 0.1 0.2 0.1 0.227
H 0.363 -3.742 0.040 0.1 0.2 0.5 0.242
H -0.544 -2.684 -0.890 -0.1 0.4 0.3 0.213
```
Forces are in eV/Å.

***

No. 6
The following is a DFT calculation (ωB97M-V/def2-TZVPD) of the molecule C6H11NO.

For the total energy, the calculation gives -365.17669 hartree. The SMILES is [H]/N=C\OC(C)(C)C=C. Its HOMO-LUMO gap is 0.3949 hartree. The value obtained for the highest occupied orbital energy is -0.364 hartree.

Structure (XYZ):
```
19
Properties=species:S:1:pos:R:3:forces:R:3:nbo_charge:R:1
H -0.798 -2.564 2.277 0.1 0.3 -0.1 0.342
N -0.127 -1.859 2.595 -0.1 -0.6 0.4 -0.683
C 0.054 -0.928 1.779 0.1 0.1 0.1 0.410
O -0.581 -0.805 0.603 -0.4 -0.3 -0.4 -0.526
C -0.270 0.313 -0.244 0.0 0.5 -0.3 0.212
C -1.154 0.136 -1.485 -0.2 -0.1 0.6 -0.601
C -0.606 1.633 0.457 0.1 -0.3 0.1 -0.635
C 1.179 0.290 -0.679 0.2 -0.8 0.0 -0.218
C 1.838 -0.835 -0.959 -0.3 0.8 0.2 -0.371
H 0.768 -0.156 2.034 0.1 0.3 -0.1 0.149
H -2.204 0.272 -1.214 0.0 0.0 0.0 0.214
H -0.881 0.860 -2.242 0.0 0.2 -0.1 0.214
H -1.026 -0.863 -1.888 0.1 -0.1 -0.1 0.223
H -1.576 1.554 0.948 0.0 0.0 -0.1 0.226
H 0.143 1.890 1.206 0.0 0.0 0.0 0.213
H -0.645 2.434 -0.277 0.0 0.1 0.0 0.220
H 1.648 1.257 -0.782 0.2 0.1 -0.1 0.206
H 2.864 -0.829 -1.273 0.3 0.1 -0.1 0.204
H 1.376 -1.800 -0.858 -0.2 -0.2 0.1 0.202
```
Forces are in eV/Å.